The following is a quantum chemistry calculation of 2 unconnected molecules or ions with the total composition C3H10N2O at a distorted geometry, from the Open Molecules 2025 dataset.

```
16
Properties=species:S:1:pos:R:3:forces:R:3:mulliken_spin:R:1
C 0.5554 1.6461 2.3025 0.234 -0.204 0.213 0.110
C -0.7273 0.9279 1.9082 -0.842 0.413 -0.528 0.261
N -0.4984 -0.4278 1.5373 1.084 -0.922 -0.435 0.005
C -0.0902 -0.7345 0.1788 -0.149 0.442 0.047 0.638
N -0.7863 -1.5817 -0.6083 -0.305 -0.039 0.339 0.144
H 1.2929 1.4513 1.5190 -0.025 0.152 0.091 -0.013
H 0.4520 2.7202 2.4473 -0.207 0.228 -0.168 -0.046
H 0.9491 1.2461 3.2341 0.110 -0.214 0.133 -0.026
H -1.1660 1.4891 1.0560 0.124 -0.112 -0.014 -0.066
H -1.5186 0.9765 2.6655 0.256 0.034 0.433 -0.106
H -1.0538 -1.1705 1.9256 -0.503 0.302 0.015 -0.008
H 0.8508 -0.2263 -0.0814 -0.099 -0.023 -0.081 0.023
H -1.2528 -1.1373 -1.4057 0.351 -0.084 -0.043 0.083
H 1.1144 -1.5003 -6.2959 -0.100 0.114 -0.015 0.000
H 1.1832 -2.1841 -4.9544 -0.302 0.251 0.180 -0.001
O 0.6956 -1.4948 -5.4286 0.373 -0.339 -0.168 0.002
```
Forces are in eV/Å.

As for the total energy: -304.94536 Eh. As for the spin multiplicity: 2. The value obtained for the orbital gap (alpha / beta) is 2.851 / 4.934 eV. As for the energy above the lowest of the compared OMol25 structures with the same formula, charge and spin: 161.9 kJ/mol. Its charge is -1.

The following is a quantum chemistry calculation of 2 unconnected molecules or ions with the total composition CH2N2O3 at a distorted geometry, from the Open Molecules 2025 dataset.

```
8
Properties=species:S:1:pos:R:3:forces:R:3:lowdin_charge:R:1
C -3.8511 -0.0099 -0.0487 -0.779 0.048 1.040 -0.436
N 0.9780 0.3895 0.2292 1.985 -1.303 2.218 0.130
N -0.1252 -0.1392 0.3491 1.877 -2.263 2.228 -0.325
O -4.1407 -0.4760 -1.0719 0.535 0.259 0.148 0.199
O -3.7043 0.4262 1.0274 0.168 -0.284 -1.110 0.176
O -1.1435 0.0127 -0.2397 -2.909 0.593 -1.849 0.001
H 1.0947 1.0387 -0.4864 -0.743 1.522 -1.760 0.048
H -0.0989 -0.9375 1.0854 -0.133 1.428 -0.916 0.207
```
Forces are in eV/Å.

Its structure (SMILES) is [H]/N=[NH+]\[O-].O=C=O. As for the total energy: -374.47280 Eh. The value obtained for the orbital gap is 11.493 eV. As for the energy above the lowest of the compared OMol25 structures with the same formula, charge and spin: 16.6 kJ/mol.

The following is a quantum chemistry calculation of C4H6FNS2 in the gas phase at a distorted geometry, from the Open Molecules 2025 dataset.

```
14
Properties=species:S:1:pos:R:3:forces:R:3:lowdin_charge:R:1
C -0.2027 -0.2592 0.5530 -1.266 0.126 -0.553 -0.896
C 0.9724 0.4237 1.0866 1.241 1.926 0.442 -0.205
C 1.2437 1.9697 0.7990 0.475 -1.358 -0.087 -0.003
C 2.1660 0.9278 0.2885 -0.605 -0.088 0.685 -0.280
H -1.6194 -1.9257 -1.3207 0.170 -0.330 0.202 -0.155
H 0.3801 0.2933 -1.2966 -1.606 -0.354 0.738 0.089
H 1.1778 0.1714 2.1141 0.071 -0.178 -0.012 0.116
H 1.6488 2.5456 1.6162 -0.366 0.146 0.119 0.104
H 0.6757 2.4726 0.0302 -0.273 -0.015 0.175 0.115
H 3.1839 0.8385 0.6512 -0.151 -0.170 0.031 0.150
N -0.4839 0.0267 -0.7512 1.989 0.078 -0.974 -0.444
F 2.0962 0.6947 -1.0526 0.519 -0.044 -0.842 -0.001
S -1.6980 -0.6573 -1.7213 -0.318 0.421 0.070 0.746
S -1.1771 -1.1681 1.5072 0.120 -0.160 0.005 0.664
```
Forces are in eV/Å.

Its structure (SMILES) is F[C@H]1C[C@H]1C(=S)NS. As for the total energy: -1106.95155 Eh. The value obtained for the orbital gap is 8.962 eV. As for the energy above the lowest of the compared OMol25 structures with the same formula, charge and spin: 130.8 kJ/mol.